ORCA calculation (wB97M-V/def2-TZVPD) on a molecular structure, C22H33EuN4O6P.

Electronic energy (a.u.): -2579.73471
Expectation value of S²: 12.1709
HOMO-LUMO gap (alpha / beta) (eV): 6.56 / 4.46
Net charge: +1
HOMO energy (alpha / beta) (eV): -10.17 / -10.18
2S+1: 7

Each line ends with the natural charge from an NBO analysis.
Atoms and positions in Å:
O -1.37908 0.43641 -3.84392  -0.8466
H -2.47872 0.27616 -4.23563  0.3620
Eu 0.43057 0.43539 -1.90712  1.9364
N 1.43363 -1.80886 -2.41543  -0.1595
N -0.73283 -1.80229 -1.21729  -0.1363
N 0.71361 2.86468 -0.98697  -0.1448
N -1.33366 1.48293 -0.45283  -0.2969
O 2.68263 -1.67642 -2.63771  -0.3930
O 1.86541 3.43095 -1.18449  -0.5917
O -2.43865 0.72626 -0.10526  -0.5911
O -1.71800 -1.72755 -0.37012  -0.4307
C -0.37115 -3.05026 -1.65306  0.1900
C 0.89102 -3.06461 -2.30449  0.1894
C -0.22585 3.53931 -0.28131  0.0861
C -1.41415 2.76898 -0.04846  0.2859
C 1.60240 -4.29183 -2.72872  -0.6960
H 1.01686 -4.84526 -3.47886  0.2486
H 1.77239 -4.96809 -1.87481  0.2458
H 2.57086 -4.01949 -3.16156  0.2641
C -1.15658 -4.27480 -1.35542  -0.6883
H -2.21058 -4.01606 -1.20700  0.2606
H -0.79197 -4.77033 -0.44149  0.2560
H -1.07225 -4.98855 -2.18649  0.2368
C -0.04382 4.91370 0.25177  -0.6781
C -2.59452 3.32630 0.66500  -0.6949
H 0.83211 5.38119 -0.20907  0.2605
H 0.09543 4.90531 1.34324  0.2373
H -0.93108 5.52357 0.04345  0.2259
H -3.49325 2.76041 0.39852  0.2580
H -2.73682 4.38143 0.39936  0.2363
H -2.46063 3.26934 1.75564  0.2607
H 2.40560 2.28368 -2.17051  0.5369
H -2.14391 -0.25245 -0.24739  0.4900
C -3.47206 0.21228 -5.02624  -0.5890
H -3.09284 0.07396 -6.04121  0.2155
H -4.02307 1.15298 -4.95420  0.2294
H -4.09570 -0.63558 -4.73175  0.2318
O 2.29300 1.36320 -2.60700  -1.0231
H -0.90119 0.65416 -4.66228  0.4869
H 3.11573 1.06183 -3.03074  0.5396
C 3.26736 0.21167 1.48358  -0.9319
P 1.48559 0.06450 1.11060  0.8371
C 1.13934 -1.57183 1.86840  -0.2471
C 0.61070 -1.77614 3.15307  -0.2296
C 0.16551 -3.04683 3.53027  -0.1893
C 0.33404 -4.13523 2.67465  -0.1991
C 0.97813 -3.95835 1.44416  -0.2139
C 1.41224 -2.69221 1.06028  -0.2470
C 0.73091 1.24168 2.28364  -0.3704
C 1.40480 2.41902 2.65315  -0.1409
C 0.78694 3.34480 3.49392  -0.2334
C -0.50503 3.11537 3.96899  -0.2037
C -1.20066 1.97621 3.56025  -0.2141
C -0.59269 1.05073 2.71224  -0.2125
H 3.80260 -0.59807 0.96972  0.2514
H 3.43050 0.13046 2.56702  0.2482
H 3.63957 1.17660 1.11612  0.2441
H 0.52485 -0.94306 3.85344  0.2329
H -0.31955 -3.17907 4.49887  0.2271
H -0.02336 -5.12718 2.95839  0.2266
H 1.15506 -4.81145 0.78424  0.2116
H 1.95287 -2.55625 0.11468  0.2089
H 2.41789 2.60486 2.28932  0.2144
H 1.33088 4.24653 3.78945  0.2290
H -0.97469 3.82947 4.65044  0.2286
H -2.21782 1.79046 3.90989  0.2281
H -1.14489 0.16129 2.40305  0.2344

Atoms 1-3, force components in eV/Å:
O 0.70 0.04 0.28
H 1.41 0.16 0.82
Eu -1.86 -0.22 1.46